108
Properties=species:S:1:pos:R:3:lowdin_charge:R:1 method="wB97M-V/def2-TZVPD" fmax_ev_per_a=0.8 homo_energy_ev=-2.87 gap_ev=6.75 e_above_lowest_kj_mol=61.78 total_charge=-2
K -0.53 -0.95 0.46 0.70
S -3.26 1.56 -4.21 0.57
S 2.11 0.02 2.50 0.40
S -2.50 0.81 -1.65 0.55
P 0.30 2.77 1.39 1.14
F -1.89 1.46 -6.44 0.12
F -2.69 3.39 -1.02 0.13
F -3.37 2.03 0.52 0.12
F -4.60 2.39 -1.23 0.12
F -2.43 -0.49 -5.65 0.12
F -0.84 0.65 -4.73 0.13
O -2.72 2.86 -3.95 -0.28
O 3.54 -0.23 2.51 -0.34
O -2.72 -0.31 -0.77 -0.36
O 1.55 0.25 1.17 -0.50
O 1.31 -0.89 3.30 -0.32
O -4.48 1.45 -4.96 -0.29
O -1.14 1.25 -1.79 -0.31
N -0.89 -3.07 -1.66 0.12
N 2.12 -0.98 -1.75 -0.13
N -1.95 -1.32 2.97 0.10
N -3.30 0.58 -2.98 -0.29
N -2.96 -3.43 3.03 0.16
N -0.44 -5.17 -0.57 0.13
N 3.97 -0.76 -3.53 -0.16
N -1.62 -3.79 1.06 0.14
C -1.03 -4.90 0.57 -0.31
C -3.06 -2.05 2.97 -0.34
C -3.25 0.66 3.36 -0.10
C 3.87 3.45 -0.57 -0.09
C -0.06 -4.97 -2.88 -0.05
C -0.74 -7.35 1.50 -0.03
C -0.99 -2.44 -2.83 -0.16
C 2.66 1.60 4.60 -0.07
C -0.53 4.40 1.57 -0.39
C -4.33 -1.46 3.08 -0.02
C -0.48 -4.35 -1.67 -0.35
C 1.59 3.14 0.15 -0.37
C 4.41 -0.19 -2.25 -0.15
C -2.23 -4.13 2.24 -0.31
C 3.25 -0.21 -1.21 -0.15
C -1.98 6.77 1.87 -0.11
C 1.97 1.59 3.38 -0.26
C -2.03 0.74 -5.31 -0.67
C 1.25 2.72 2.98 -0.32
C 1.61 -0.27 -2.93 -0.15
C -0.05 5.60 1.04 -0.08
C 2.09 3.52 -2.18 -0.09
C -4.41 -0.10 3.26 -0.09
C -1.98 -5.57 2.55 -0.11
C 1.25 3.83 3.83 -0.09
C 1.17 3.28 -1.17 -0.10
C -1.11 -8.18 2.56 -0.11
C -0.77 6.78 1.19 -0.09
C -1.18 -6.04 1.53 -0.11
C -2.04 -0.01 3.19 -0.16
C 2.76 -0.04 -3.95 -0.15
C 2.95 3.23 0.44 -0.08
C -2.36 -6.39 3.60 -0.03
C -1.92 -7.71 3.59 -0.11
C 2.59 -2.30 -2.16 -0.14
C -0.16 -4.29 -4.07 -0.10
C 1.92 3.83 5.04 -0.10
C -2.47 5.59 2.40 -0.09
C -1.76 4.41 2.23 -0.11
C 3.61 -2.17 -3.32 -0.16
C -3.34 2.25 -0.80 -0.64
C -0.66 -2.99 -4.06 -0.09
C 2.63 2.70 5.43 -0.09
C 3.44 3.60 -1.89 -0.11
H -5.21 -2.09 3.03 0.10
H 4.53 -2.72 -3.10 0.10
H 0.15 -4.76 -4.99 0.09
H -2.55 7.69 1.99 0.09
H 4.76 0.83 -2.43 0.10
H 5.26 -0.78 -1.90 0.11
H 3.30 3.09 1.46 0.11
H -0.39 7.70 0.77 0.09
H 0.12 3.18 -1.41 0.09
H -0.12 -7.70 0.68 0.10
H 3.04 -2.78 -1.29 0.12
H -5.38 0.38 3.35 0.10
H 0.81 -0.86 -3.37 0.08
H 1.73 -2.90 -2.46 0.08
H 4.16 3.76 -2.68 0.09
H 3.20 -2.55 -4.25 0.11
H -3.27 1.72 3.55 0.08
H 1.18 0.68 -2.60 0.09
H 3.17 2.68 6.37 0.09
H -2.15 3.47 2.61 0.08
H 1.75 3.61 -3.20 0.11
H -2.99 -6.00 4.39 0.10
H -1.36 -1.43 -2.79 0.08
H 3.01 1.02 -4.03 0.10
H -1.10 0.53 3.24 0.09
H 2.89 0.79 -0.99 0.09
H 3.22 0.71 4.87 0.11
H -3.42 5.57 2.92 0.10
H 4.93 3.49 -0.34 0.10
H 2.48 -0.40 -4.95 0.11
H 1.88 4.71 5.67 0.09
H -0.78 -2.41 -4.97 0.09
H 0.30 -5.98 -2.82 0.09
H -0.78 -9.21 2.58 0.09
H -2.19 -8.38 4.40 0.09
H 3.56 -0.65 -0.27 0.11
H 0.71 4.72 3.55 0.09
H 0.89 5.61 0.51 0.10